A 9-piece molecular cluster, C45H99ClF2N4O10PS overall in a non-equilibrium geometry, computed with wB97M-V/def2-TZVPD.

Calculated values
E_tot (eV): -112781.5379
Orbital gap (eV): 7.0
Multiplicity: 1
Max |F| (eV/A): 1.025
Total charge: +1

```
163
Properties=species:S:1:pos:R:3:forces:R:3:mulliken_charge:R:1
C -1.270544 -1.359176 3.262908 0.2 0.0 -0.1 -1.299
C -2.655225 -1.121490 2.695281 0.1 0.0 0.3 0.461
S -2.794014 -1.181540 0.894273 -0.1 0.0 -0.2 -0.097
C -1.278521 -0.404074 0.400384 -0.2 0.0 0.3 -1.156
N -1.155994 1.062302 0.707044 -0.2 0.2 0.0 0.796
N -2.263602 1.613266 1.160790 0.3 -0.1 0.0 -0.834
C -2.238543 2.878640 1.435884 -0.1 0.3 0.3 -0.124
N -3.488798 3.416586 1.924128 -0.2 -0.7 -0.4 0.442
C -4.069090 2.588140 2.929070 -0.2 -0.1 -0.2 0.534
O -5.085491 1.996084 2.854907 0.2 0.4 0.2 -0.425
F -3.250246 2.549319 3.967134 0.1 -0.1 0.2 -0.241
C -4.430606 3.653798 0.877159 0.0 0.0 -0.3 0.442
O -4.369954 3.265131 -0.236082 0.1 0.3 0.3 -0.394
F -5.377948 4.441844 1.337454 -0.2 0.0 0.0 -0.266
C -1.106701 3.703150 1.346411 -0.1 0.0 0.0 0.849
C -1.206337 5.141536 1.744500 0.1 0.0 -0.3 -0.940
C -1.698759 6.095180 0.615343 -0.3 -0.2 0.0 -1.311
C -1.822749 5.481680 -0.770134 0.1 0.1 -0.3 0.505
Cl -1.890693 6.779901 -1.993637 0.0 0.0 0.0 -0.195
C 0.053988 3.096871 0.906278 -0.2 -0.4 -0.1 0.337
C 1.333844 3.864563 0.840805 0.1 0.4 0.0 -2.678
C 1.431896 4.914633 -0.283487 0.2 0.1 0.4 0.219
C 2.870211 5.403875 -0.430553 0.0 0.1 -0.1 -1.095
C 3.155726 6.008782 -1.798395 0.2 0.0 0.1 -0.392
C 4.636987 6.321247 -1.987740 -0.1 -0.2 0.2 -0.871
N 5.486391 5.127538 -2.040925 0.0 0.1 0.1 -0.586
C 0.003405 1.716236 0.540617 0.0 0.2 -0.3 0.759
P 1.613377 1.036967 -0.050566 0.7 -0.4 0.5 -0.707
C 1.595639 -0.704362 -0.651190 -0.4 -0.1 -0.4 -0.211
C 2.978595 -1.033726 -1.228032 -0.2 0.0 0.0 -1.407
C 1.885102 1.991512 -1.592958 -0.6 0.3 -0.2 1.478
C 0.642727 2.373422 -2.406025 0.3 0.2 0.1 -1.655
H -0.817108 -2.264797 2.863664 0.0 -0.1 0.0 0.283
H -1.326695 -1.470013 4.341521 -0.1 0.0 0.1 0.387
H -0.583668 -0.535275 3.061515 0.0 0.1 0.0 0.383
H -3.050220 -0.176337 3.061092 -0.1 0.1 -0.1 -0.014
H -3.313548 -1.911601 3.047192 -0.1 -0.1 0.0 -0.010
H -1.177684 -0.525840 -0.669859 0.0 0.0 -0.1 0.325
H -0.465281 -0.874135 0.926516 0.3 -0.1 -0.1 0.406
H -1.894382 5.204930 2.579526 0.0 0.1 0.2 0.595
H -0.226177 5.474719 2.064896 0.0 0.0 0.2 0.313
H -2.676058 6.480424 0.895839 -0.1 0.2 0.0 0.423
H -1.035818 6.950631 0.540317 0.1 0.1 0.1 0.606
H -2.727451 4.902618 -0.910952 -0.1 -0.1 0.1 0.095
H -0.971491 4.865478 -1.043038 0.0 0.0 0.1 -0.271
H 2.186142 3.196581 0.781746 0.0 -0.1 0.1 0.803
H 1.438953 4.393950 1.788719 0.1 0.0 0.1 0.960
H 0.815335 5.765977 0.000096 -0.2 0.0 -0.3 0.495
H 1.066457 4.519739 -1.230381 0.0 0.1 0.0 0.082
H 3.569884 4.591550 -0.228407 0.1 -0.1 -0.1 0.300
H 3.075182 6.160825 0.328271 0.0 0.0 0.1 0.575
H 2.588380 6.932383 -1.911753 -0.2 0.0 -0.1 0.369
H 2.834070 5.315805 -2.581494 -0.1 0.0 -0.1 0.161
H 4.773964 6.904506 -2.895748 0.0 0.1 -0.1 0.361
H 4.941330 6.935936 -1.141150 0.2 0.2 0.0 0.335
H 6.003846 5.000322 -1.180603 0.0 -0.1 0.0 0.294
H 4.925640 4.299931 -2.194029 0.1 -0.1 -0.1 0.200
H 1.382826 -1.395662 0.157605 0.0 0.1 0.3 0.560
H 0.852336 -0.884446 -1.425280 -0.1 0.0 -0.1 0.444
H 3.110624 -0.604247 -2.216339 0.1 0.1 -0.1 0.152
H 3.781070 -0.699454 -0.574471 0.1 0.0 0.1 0.379
H 3.054652 -2.111072 -1.344599 0.1 -0.1 0.0 0.518
H 2.495589 2.862832 -1.369769 0.0 0.0 0.1 -0.557
H 2.491543 1.352684 -2.220569 0.2 -0.2 0.0 -0.159
H -0.163576 2.754306 -1.779860 -0.2 -0.1 0.0 0.416
H 0.295747 1.532478 -2.998061 -0.1 -0.1 0.0 0.389
H 0.894297 3.181312 -3.088999 0.0 0.0 -0.2 0.447
C 3.519391 -0.889317 -5.581560 -0.1 0.0 0.1 -1.300
C 2.779122 0.430668 -5.684198 0.2 -0.1 -0.1 1.058
C 3.392249 1.365274 -6.707831 -0.1 0.1 0.1 -1.582
O 2.736746 1.058817 -4.387406 -0.1 0.0 0.1 -0.144
H 4.556737 -0.728552 -5.272079 0.0 0.0 -0.1 0.397
H 3.050525 -1.536104 -4.840254 0.0 -0.1 0.0 0.181
H 3.525545 -1.409306 -6.539794 0.0 0.0 0.0 0.467
H 1.736779 0.238073 -5.943659 0.0 0.0 0.1 -0.486
H 4.425799 1.601509 -6.439703 0.0 -0.1 0.0 0.392
H 2.837591 2.303474 -6.755144 0.0 0.0 0.0 0.401
H 3.403331 0.915678 -7.698424 0.0 0.0 0.0 0.343
H 3.648088 1.253611 -4.138112 0.1 0.0 -0.2 0.223
C -4.327915 -4.076931 7.187267 0.1 0.1 0.0 -1.292
C -4.309374 -3.599352 5.746660 -0.1 -0.2 0.1 0.598
C -5.342757 -4.325244 4.899815 0.0 0.0 -0.1 -1.311
O -3.001095 -3.758641 5.182919 0.0 0.2 -0.1 -0.518
H -4.087634 -5.140579 7.246838 -0.1 0.0 0.0 0.335
H -3.585169 -3.542916 7.779879 0.0 0.0 0.0 0.340
H -5.307709 -3.926815 7.643684 0.0 0.0 0.0 0.196
H -4.502937 -2.524613 5.710927 0.1 0.0 0.0 0.289
H -5.134506 -5.398316 4.889962 0.0 0.0 0.0 0.336
H -5.319423 -3.970617 3.868263 0.0 0.0 0.0 0.338
H -6.348459 -4.177706 5.294314 0.0 0.0 0.0 0.361
H -2.791813 -4.699238 5.204122 0.0 0.0 0.0 0.326
C 7.848323 1.945153 0.834669 -0.1 0.0 0.0 -1.194
C 8.280294 3.365265 0.505463 0.1 -0.1 0.1 0.541
C 9.629246 3.702235 1.117172 0.0 0.1 0.0 -1.387
O 7.286594 4.302865 0.932595 -0.1 0.0 -0.2 -0.524
H 7.748373 1.820949 1.916627 0.0 0.0 0.0 0.332
H 6.881283 1.723750 0.380892 0.0 0.0 0.0 0.211
H 8.575969 1.217425 0.474916 0.0 0.0 0.0 0.386
H 8.331865 3.487275 -0.577758 0.0 0.0 0.0 0.273
H 9.580047 3.628094 2.207182 0.0 -0.1 0.0 0.354
H 9.920234 4.720919 0.863467 0.0 0.0 0.0 0.345
H 10.403802 3.021035 0.764505 0.0 0.0 0.0 0.374
H 7.210842 4.237366 1.890870 0.0 0.0 0.0 0.314
C 1.080682 -3.932369 -5.594235 0.1 0.1 -0.1 -1.061
C 2.073182 -4.755564 -4.790047 -0.3 0.0 0.1 0.395
C 1.410827 -5.939776 -4.106029 0.1 0.0 0.0 -1.389
O 2.725068 -3.923461 -3.823094 0.1 0.0 0.0 -0.473
H 0.308326 -3.519953 -4.937210 0.0 -0.1 0.0 0.261
H 1.579540 -3.093827 -6.078036 0.0 0.0 0.0 0.125
H 0.589921 -4.531809 -6.361568 0.0 0.0 0.0 0.452
H 2.868584 -5.113815 -5.444606 0.1 0.1 0.0 0.330
H 0.639384 -5.592198 -3.412225 0.0 0.0 0.0 0.331
H 2.141988 -6.511805 -3.535319 0.0 0.0 0.0 0.339
H 0.940315 -6.603022 -4.832275 0.0 0.0 0.0 0.394
H 2.041964 -3.594649 -3.228451 0.0 0.0 0.0 0.256
C -4.619050 -5.733408 11.551963 0.0 0.1 0.0 -1.415
C -5.019545 -6.487177 10.295146 0.1 -0.1 0.2 1.037
C -5.545174 -7.876600 10.615792 0.0 0.0 -0.1 -1.463
O -3.916522 -6.565071 9.385926 0.0 0.0 -0.1 -0.476
H -3.817490 -6.263402 12.075142 0.0 0.0 0.0 0.407
H -4.252200 -4.738239 11.299328 0.0 0.0 0.0 0.298
H -5.463777 -5.630436 12.233752 0.0 0.0 0.0 0.356
H -5.786652 -5.922548 9.768914 0.0 0.0 0.0 -0.099
H -4.771804 -8.472457 11.109595 0.0 0.0 0.1 0.399
H -5.833312 -8.396948 9.702119 0.0 0.0 0.0 0.355
H -6.411829 -7.825609 11.275446 0.0 0.0 0.0 0.353
H -3.209921 -7.062407 9.812103 0.0 0.0 0.0 0.313
C -2.382010 -0.506011 -6.125992 0.1 -0.1 0.1 -1.407
C -1.181565 0.079784 -6.853336 -0.2 0.0 -0.1 1.086
C -1.596128 1.115801 -7.885412 0.1 0.0 0.0 -1.403
O -0.407613 -0.954871 -7.459468 0.1 0.0 0.1 -0.483
H -3.042964 -1.012381 -6.834142 0.0 0.0 0.0 0.390
H -2.060759 -1.240885 -5.386841 0.0 0.0 0.0 0.281
H -2.957724 0.270840 -5.620848 0.0 0.0 0.0 0.364
H -0.509734 0.543342 -6.126762 0.0 0.0 0.0 -0.170
H -2.234080 0.656810 -8.645362 0.0 0.0 0.0 0.354
H -0.720510 1.526514 -8.387603 0.0 0.0 0.0 0.337
H -2.150618 1.934664 -7.425534 0.0 0.0 0.0 0.380
H -0.962165 -1.393350 -8.114474 0.0 0.0 0.0 0.310
C 6.196858 -0.984915 -10.492419 -0.1 0.0 0.1 -1.271
C 5.468022 0.347464 -10.560382 0.2 0.0 -0.1 0.480
C 6.059744 1.261336 -11.620897 -0.1 0.1 0.0 -1.345
O 5.474131 0.988975 -9.282777 -0.1 0.0 0.0 -0.464
H 7.246562 -0.828289 -10.228834 0.0 0.0 0.0 0.350
H 5.752813 -1.626514 -9.731154 0.0 0.0 0.0 0.287
H 6.160890 -1.504943 -11.450088 0.0 0.0 0.0 0.375
H 4.413246 0.172809 -10.780024 0.0 0.0 0.0 0.251
H 7.105622 1.481236 -11.389242 0.0 0.0 0.0 0.356
H 5.519012 2.206733 -11.656751 0.0 0.0 0.0 0.327
H 6.019946 0.799625 -12.607844 0.0 0.0 0.0 0.375
H 6.392449 1.164746 -9.049094 0.0 0.0 0.0 0.300
C -10.124193 -4.459923 10.778014 0.0 -0.1 0.0 -1.348
C -8.798381 -3.859903 10.339912 -0.2 0.0 -0.1 0.442
C -8.990575 -2.741140 9.328678 0.1 0.0 0.0 -1.314
O -7.939373 -4.871823 9.809986 0.0 0.0 0.0 -0.471
H -10.645838 -4.892176 9.919494 0.0 0.0 0.0 0.363
H -9.962714 -5.254516 11.505970 0.0 0.0 0.0 0.317
H -10.771630 -3.704837 11.224693 0.0 0.0 0.0 0.391
H -8.269025 -3.473086 11.212153 0.0 0.0 0.0 0.247
H -9.480270 -3.125259 8.429220 0.0 0.0 0.0 0.343
H -8.027968 -2.322340 9.034244 0.0 0.0 0.0 0.297
H -9.608446 -1.940754 9.736751 0.0 0.0 0.0 0.402
H -8.370282 -5.246275 9.033147 0.0 0.0 0.0 0.290
```
Positions in Å, forces in eV/Å.